*P*
A 12-piece molecular cluster, C6H35NO11 overall. Source: OMol25; level of theory: ωB97M-V with the def2-TZVPD basis set.

Each line ends with the natural charge from an NBO analysis.
Geometry (Å):
C: -2.416 0.231 0.742  -0.6099
C: -0.985 0.471 0.241  -0.4505
C: -0.086 1.212 1.208  -0.0758
C: 0.974 1.920 0.798  -0.0390
N: 1.395 2.120 -0.511  -0.8533
C: -0.538 1.271 2.651  -0.4293
C: 0.355 1.788 3.752  -0.6305
H: -2.820 1.055 1.325  0.2110
H: -3.086 -0.031 -0.073  0.2036
H: -2.420 -0.606 1.442  0.2011
H: -0.557 -0.498 -0.053  0.2162
H: -1.069 0.922 -0.749  0.2102
H: 1.736 2.287 1.476  0.1901
H: 2.373 2.265 -0.697  0.3844
H: 0.940 1.676 -1.291  0.3946
H: -1.438 1.902 2.735  0.2003
H: -0.993 0.308 2.897  0.2066
H: 0.187 2.822 4.058  0.2268
H: 1.420 1.837 3.494  0.2000
H: 0.231 1.234 4.678  0.2234
O: -0.461 1.155 -2.923  -0.9483
H: 0.216 1.048 -3.612  0.4848
H: -0.787 1.993 -3.279  0.4799
O: -3.524 -2.712 -1.028  -0.9774
H: -3.110 -2.159 -1.719  0.5121
H: -3.544 -2.181 -0.227  0.4783
O: -0.307 4.826 0.705  -0.9529
H: 0.512 4.479 0.333  0.4845
H: -0.880 4.064 0.816  0.4813
O: -2.062 -1.054 -2.745  -0.9681
H: -1.993 -0.095 -2.634  0.4997
H: -1.184 -1.409 -2.578  0.4863
O: 1.113 4.921 3.165  -0.9623
H: 0.620 5.218 2.384  0.4920
H: 1.291 3.988 3.028  0.4599
O: -0.636 -4.343 -3.128  -1.0154
H: -1.152 -4.613 -3.897  0.4770
H: -1.210 -4.667 -2.378  0.5128
O: 4.076 1.360 2.064  -0.9365
H: 4.654 0.949 1.419  0.4677
H: 3.241 1.022 1.706  0.4698
O: 1.108 -2.314 -2.607  -1.0018
H: 0.447 -2.895 -3.015  0.5156
H: 1.963 -2.468 -3.017  0.4911
O: 2.835 -1.033 0.435  -0.9663
H: 2.956 -1.137 1.382  0.4682
H: 1.982 -1.456 0.268  0.4929
O: -1.830 -4.819 -0.817  -0.9866
H: -1.102 -4.373 -0.358  0.4849
H: -2.532 -4.122 -0.759  0.5076
O: 0.475 -3.003 0.000  -0.9915
H: 0.658 -2.837 -0.946  0.5039
H: 1.017 -3.759 0.236  0.4770

Computed properties:
Orbital gap in eV: 7.73
Lowest unoccupied orbital energy in hartree: -0.00811
SMILES string: CCC(=CN)CC.O.O.O.O.O.O.O.O.O.O.O
2S+1: 1


*Q*
A 11-piece molecular cluster, C6H35NO11 overall. Source: OMol25; level of theory: ωB97M-V with the def2-TZVPD basis set.

Each line ends with the natural charge from an NBO analysis.
Geometry (Å):
C: -2.193 0.280 2.625  -0.5873
C: -1.163 -0.769 1.935  -0.2419
C: -1.575 -2.097 2.458  -0.6129
C: -1.483 -0.684 0.379  -0.4251
C: -0.736 0.505 -0.319  -0.2309
N: 0.713 0.158 -0.412  -0.7315
C: 1.507 1.485 -0.545  0.0836
O: 1.324 1.875 -1.915  -0.7357
H: -2.645 1.025 1.873  0.1862
H: -3.078 -0.245 3.047  0.2236
H: -1.626 0.888 3.325  0.1724
H: -0.150 -0.583 2.191  0.2079
H: -2.586 -2.506 2.258  0.2215
H: -0.857 -2.869 2.117  0.1999
H: -1.393 -2.250 3.599  0.2117
H: -2.616 -0.591 0.379  0.2312
H: -1.085 -1.614 -0.271  0.2188
H: -0.906 1.467 0.259  0.2021
H: -0.972 0.606 -1.479  0.1785
H: 0.997 -0.503 0.236  0.3876
H: 2.554 1.327 -0.329  0.1763
H: 1.115 2.359 -0.015  0.1644
H: 1.779 1.147 -2.509  0.4711
O: 0.244 -0.578 -3.287  -0.9867
H: 0.052 0.145 -2.628  0.5073
H: -0.295 -0.203 -3.983  0.4937
O: 0.307 2.276 2.885  -0.9377
H: -0.258 1.758 3.450  0.4689
H: 0.800 1.667 2.445  0.4775
O: -0.125 -3.027 -2.253  -0.9483
H: -0.181 -2.091 -2.417  0.4984
H: -0.014 -3.274 -3.204  0.4781
O: -2.752 2.142 -2.833  -0.9382
H: -2.380 2.920 -2.401  0.4671
H: -2.989 1.682 -2.104  0.4730
O: 3.026 -1.182 -2.088  -0.9296
H: 2.247 -1.084 -2.598  0.4795
H: 2.744 -0.500 -1.395  0.4714
O: -1.192 3.780 1.509  -0.9640
H: -0.336 3.760 1.083  0.4694
H: -0.963 3.652 2.466  0.4946
O: 1.533 -2.191 1.162  -0.9848
H: 1.247 -2.829 1.775  0.4921
H: 1.497 -2.505 0.260  0.5151
O: -3.012 2.092 -0.113  -0.9353
H: -3.494 2.911 0.056  0.4805
H: -2.598 2.042 0.649  0.4631
O: 2.910 -0.545 2.490  -1.0337
H: 3.758 -0.969 2.659  0.4858
H: 2.213 -0.998 1.946  0.5016
O: 2.168 -3.514 -1.071  -0.9920
H: 1.302 -3.457 -1.574  0.4855
H: 2.547 -2.719 -1.367  0.4764

Computed properties:
Orbital gap in eV: 10.14
Lowest unoccupied orbital energy in hartree: 0.00971
SMILES string: CC(C)CCNCO.O.O.O.O.O.O.O.O.O.O
2S+1: 1


Which one sits at the bottom of the stability order? *Q* does.


*P*
The molecule C4H6N2O4. Source: OMol25; level of theory: ωB97M-V with the def2-TZVPD basis set.

Each line ends with the natural charge from an NBO analysis.
Geometry (Å):
O: 2.269 -1.130 -1.828  -0.5826
C: 1.128 -0.698 -1.782  0.5285
N: 0.302 -0.849 -0.723  -0.6437
C: -1.110 -0.542 -0.767  -0.3191
C: -1.438 0.623 0.155  0.6834
O: -2.340 1.401 -0.067  -0.4960
N: -0.620 0.822 1.256  -0.7866
C: 0.741 1.085 1.234  0.9004
O: 1.232 2.139 0.921  -0.4999
O: 1.554 0.087 1.829  -0.6997
H: 0.711 -0.053 -2.579  0.1155
H: 0.739 -1.316 0.158  0.4196
H: -1.407 -0.295 -1.794  0.2433
H: -1.719 -1.386 -0.422  0.2268
H: -1.099 0.731 2.146  0.4301
H: 1.057 -0.617 2.262  0.4800

Computed properties:
Orbital gap in eV: 10.07
Lowest unoccupied orbital energy in hartree: -0.00486
SMILES string: O=CNCC(=O)NC(=O)O
2S+1: 1


*Q*
The molecule C4H6N2O4. Source: OMol25; level of theory: ωB97M-V with the def2-TZVPD basis set.

Each line ends with the natural charge from an NBO analysis.
Geometry (Å):
C: 1.346 0.192 0.553  0.7929
C: -0.328 1.914 0.785  0.5790
C: 0.583 -1.190 -1.393  -0.3717
C: -1.050 -0.306 0.233  0.7854
N: 1.559 -0.521 -0.611  -0.6344
N: -0.008 0.594 0.727  -0.5307
O: 2.251 0.566 1.251  -0.5799
O: -1.468 2.324 0.689  -0.5890
O: -1.105 -1.333 1.070  -0.6632
O: -2.122 0.210 -0.394  -0.7147
H: 0.686 2.438 0.963  0.1780
H: 0.203 -2.212 -1.237  0.1640
H: 0.796 -0.990 -2.383  0.1676
H: 2.402 -0.957 -0.884  0.4114
H: -1.563 -1.998 0.595  0.4955
H: -2.182 1.268 0.035  0.5099

Computed properties:
Orbital gap (alpha / beta) in eV: 8.09 / 7.77
Lowest unoccupied orbital energy (alpha / beta) in hartree: 0.00323 / 0.00036
2S+1: 1


Which one sits at the bottom of the stability order? *Q* does.


*P*
C4H11NP as an isolated structure. Source: OMol25; level of theory: ωB97M-V with the def2-TZVPD basis set.

Each line ends with the natural charge from an NBO analysis.
Geometry (Å):
C: 0.215 0.401 -1.245  -0.2717
C: -0.498 -0.247 -0.187  0.0725
C: -0.284 -1.536 0.413  -0.7011
C: 1.870 0.965 0.516  -0.4570
N: 0.488 0.864 0.078  -0.4048
P: -2.669 0.430 0.185  0.3283
H: 1.173 -0.129 -1.654  0.2382
H: -0.381 0.949 -1.990  0.2600
H: 0.683 -1.692 0.760  0.2356
H: -0.479 -2.261 -0.419  0.2570
H: -0.903 -1.927 1.205  0.2567
H: 1.951 1.240 1.646  0.2594
H: 2.596 0.174 0.263  0.2539
H: 2.338 1.749 -0.148  0.2455
H: -0.040 1.763 0.299  0.4484
H: -2.636 -0.551 1.076  -0.0306
H: -3.424 -0.190 -0.797  0.0094

Computed properties:
Orbital gap in eV: 9.74
Net charge: +1
Lowest unoccupied orbital energy in hartree: -0.14870
2S+1: 1


*Q*
An isolated ion of composition C4H11NP and charge +1. Source: OMol25; level of theory: ωB97M-V with the def2-TZVPD basis set.

Each line ends with the natural charge from an NBO analysis.
Geometry (Å):
C: 1.145 -1.173 -0.621  0.0668
N: 1.295 -0.030 -0.119  -0.4597
C: 2.531 0.478 0.394  -0.4544
P: -0.471 1.088 -0.215  1.0257
C: -1.812 0.187 -0.546  -0.7241
C: -2.600 -0.515 0.513  -0.6312
H: 1.956 -1.888 -0.730  0.2117
H: 0.156 -1.463 -0.957  0.2155
H: 3.381 0.198 -0.225  0.2385
H: 2.465 1.565 0.461  0.2241
H: 2.710 0.080 1.395  0.2455
H: 0.048 1.919 -1.176  0.0446
H: -0.270 1.575 1.057  0.0295
H: -2.112 0.085 -1.579  0.2735
H: -2.344 -0.155 1.507  0.2177
H: -2.416 -1.589 0.492  0.2273
H: -3.664 -0.361 0.348  0.2490

Computed properties:
Orbital gap (alpha / beta) in eV: 8.96 / 8.96
Net charge: +1
Lowest unoccupied orbital energy (alpha / beta) in hartree: -0.14571 / -0.14571
SMILES string: C=[N+](C)[PH2]=CC
2S+1: 1


*R*
An isolated ion of composition C4H11NP and charge +1. Source: OMol25; level of theory: ωB97M-V with the def2-TZVPD basis set.

Each line ends with the natural charge from an NBO analysis.
Geometry (Å):
C: -1.400 0.698 0.669  -0.4170
N: -0.217 0.193 -0.089  -0.2123
C: -0.316 -1.261 -0.540  -0.3914
C: 0.451 1.173 -0.956  -0.1972
C: 1.106 0.759 0.439  -0.3247
P: 2.560 -0.282 0.291  0.3360
H: -2.322 0.435 0.164  0.2430
H: -1.504 0.407 1.763  0.2526
H: -1.233 1.783 0.710  0.2266
H: 0.561 -1.636 -1.051  0.2480
H: -0.569 -1.681 0.421  0.2346
H: -1.130 -1.306 -1.242  0.2357
H: 0.173 2.182 -0.968  0.2513
H: 0.996 0.754 -1.723  0.2304
H: 1.048 1.419 1.232  0.2488
H: 3.168 0.455 1.319  0.0215
H: 3.115 0.546 -0.822  0.0140

Computed properties:
Orbital gap in eV: 11.20
Net charge: +1
Lowest unoccupied orbital energy in hartree: -0.10599
SMILES string: C[N+]1(C)C[C@@H]1P
2S+1: 1


Which one sits at the bottom of the stability order? *P* does.


*P*
A 2-piece molecular cluster, C6H13NO overall. Source: OMol25; level of theory: ωB97M-V with the def2-TZVPD basis set.

Each line ends with the natural charge from an NBO analysis.
Geometry (Å):
C: -2.558 0.536 -0.304  -0.2013
C: -1.092 0.921 -0.478  -0.4977
C: -0.242 -0.083 0.226  0.1113
C: 0.916 0.183 0.933  -0.0945
C: 2.014 -0.707 0.918  -0.2306
C: 3.259 -0.186 0.771  -0.1173
N: -2.929 0.302 1.065  -0.8588
H: -2.827 -0.319 -0.927  0.1953
H: -3.121 1.379 -0.737  0.2021
H: -0.994 1.891 0.019  0.2366
H: -0.836 0.997 -1.535  0.2858
H: -0.635 -1.090 0.041  0.2422
H: 0.960 1.089 1.530  0.2499
H: 1.854 -1.742 0.624  0.2412
H: 3.469 0.851 1.002  0.2152
H: 4.164 -0.758 0.576  0.2392
H: -2.345 0.576 1.834  0.3741
H: -3.906 0.344 1.295  0.4017
H: 1.960 -1.703 -1.654  0.4477
H: 1.082 -0.923 -2.606  0.4586
O: 1.808 -1.557 -2.593  -0.9008

Computed properties:
Orbital gap (alpha / beta) in eV: 7.66 / 4.90
Net charge: +1
Lowest unoccupied orbital energy (alpha / beta) in hartree: -0.19135 / -0.28929
Expectation value of S²: 0.776
2S+1: 2


*Q*
A 2-piece molecular cluster, C6H13NO overall. Source: OMol25; level of theory: ωB97M-V with the def2-TZVPD basis set.

Each line ends with the natural charge from an NBO analysis.
Geometry (Å):
C: -0.114 3.210 -1.699  -0.4454
N: -0.537 2.308 -0.610  -0.4375
C: 0.004 1.096 -0.575  0.1503
C: -0.711 -0.052 -0.175  -0.1879
C: -0.087 -1.290 0.246  -0.2421
C: 1.265 -1.449 0.256  0.0343
C: 1.869 -2.752 0.592  -0.7156
H: 0.980 3.258 -1.527  0.2242
H: -0.320 4.244 -1.436  0.2491
H: -0.273 2.874 -2.716  0.2394
H: -1.490 2.377 -0.275  0.4162
H: 1.069 0.952 -0.701  0.2129
H: -1.780 -0.110 -0.357  0.2507
H: -0.814 -2.087 0.356  0.2581
H: 1.873 -0.627 -0.093  0.1967
H: 1.607 -3.205 1.552  0.2674
H: 1.631 -3.495 -0.176  0.2672
H: 2.960 -2.869 0.650  0.2557
H: -2.856 -0.507 2.787  0.4824
H: -1.710 -0.769 1.808  0.4528
O: -2.566 -1.108 2.094  -0.9290

Computed properties:
Orbital gap (alpha / beta) in eV: 8.54 / 8.19
Net charge: +1
Lowest unoccupied orbital energy (alpha / beta) in hartree: -0.16687 / -0.24051
Expectation value of S²: 0.780
2S+1: 2


Which one sits at the bottom of the stability order? *P* does.